(1)
{"formula": "C13H48O16", "method": "the ωB97M-V functional and the def2-TZVPD basis", "species": ["O", "C", "C", "O", "H", "H", "H", "H", "H", "H", "O", "C", "C", "O", "H", "H", "H", "H", "H", "H", "O", "C", "C", "O", "H", "H", "H", "H", "H", "H", "O", "C", "C", "O", "H", "H", "H", "H", "H", "H", "O", "C", "C", "O", "H", "H", "H", "H", "H", "H", "C", "O", "H", "H", "H", "H", "C", "O", "H", "H", "H", "H", "C", "O", "H", "H", "H", "H", "O", "H", "H", "O", "H", "H", "O", "H", "H"], "positions_angstrom": [[0.85349, -2.58054, 2.88600], [1.81388, -3.53673, 2.35908], [2.50071, -3.03679, 1.09202], [2.84637, -1.63663, 1.17836], [1.00189, -1.75064, 2.40296], [2.57943, -3.64790, 3.09845], [1.26724, -4.47184, 2.22919], [1.89320, -3.19300, 0.18154], [3.45414, -3.62807, 0.98402], [2.34526, -1.15265, 0.50648], [-4.28833, -1.35894, 2.44608], [-3.32910, -2.37969, 2.86614], [-2.39501, -2.02034, 4.03279], [-1.51713, -3.05351, 4.47847], [-5.11937, -1.81242, 2.31979], [-3.84269, -3.28108, 3.19771], [-2.75847, -2.58471, 1.96575], [-2.98223, -1.72379, 4.94017], [-1.72151, -1.19422, 3.79544], [-0.81659, -3.10230, 3.84896], [4.53114, -0.21070, 2.95047], [4.07081, 1.11907, 2.87246], [4.81349, 1.86935, 1.76306], [4.91399, 1.08579, 0.55804], [3.76358, -0.77683, 2.73964], [2.97220, 1.18249, 2.67506], [4.23465, 1.63956, 3.82651], [5.81797, 2.23789, 2.02756], [4.17494, 2.74531, 1.55904], [5.15670, 0.21925, 0.93405], [0.28737, 0.01522, 1.51108], [0.35099, 0.96699, 0.47951], [1.77000, 1.44942, 0.12480], [2.56426, 0.40884, -0.42478], [-0.63029, -0.18528, 1.59675], [-0.08304, 0.57861, -0.45468], [-0.19830, 1.84329, 0.71830], [2.16811, 1.87621, 1.05952], [1.70042, 2.33595, -0.56623], [3.52064, 0.54134, -0.15101], [-1.89426, 0.81715, -6.33330], [-2.02902, 0.45031, -4.95733], [-1.46500, 1.55857, -4.02151], [-2.13479, 2.76538, -4.22464], [-0.95655, 0.99135, -6.46301], [-3.09121, 0.29790, -4.71929], [-1.43753, -0.46053, -4.72207], [-0.41407, 1.62610, -4.32852], [-1.53866, 1.16184, -3.02785], [-2.25446, 2.80291, -5.19050], [-1.64668, 4.44794, -0.24479], [-0.28542, 4.71736, 0.02273], [-2.27676, 5.15647, 0.33842], [-1.96078, 4.53191, -1.31509], [-1.88465, 3.41581, 0.06628], [0.18198, 4.79264, -0.80523], [2.13002, -2.18793, -2.82364], [1.22438, -1.15819, -2.39956], [2.83877, -1.73951, -3.57017], [2.75758, -2.50586, -1.99316], [1.56189, -2.95290, -3.29248], [1.75137, -0.60364, -1.77049], [-5.07465, -1.11506, -2.97973], [-4.11015, -0.30577, -2.30491], [-6.08948, -0.81242, -2.74912], [-4.87155, -1.11089, -4.06423], [-4.86917, -2.15783, -2.70508], [-4.44559, 0.34204, -1.69352], [1.34934, 4.00438, 2.11811], [0.88223, 4.27524, 1.32597], [1.38772, 4.74922, 2.67623], [-0.72804, -2.09817, -0.61461], [-0.20652, -1.51692, -1.13846], [-0.24304, -2.08400, 0.21785], [-2.41211, 0.38166, 0.41446], [-3.08419, -0.00856, 0.96168], [-2.34577, -0.26396, -0.29799]], "lowdin_charge": [-0.0901, -0.1848, -0.1961, -0.0982, 0.0464, 0.1061, 0.1255, 0.1121, 0.1355, 0.0447, -0.0820, -0.2003, -0.2380, -0.0626, 0.0745, 0.1189, 0.1073, 0.1334, 0.1085, 0.0198, -0.0685, -0.2357, -0.1973, -0.0786, 0.0701, 0.1188, 0.1239, 0.1238, 0.1147, 0.0979, -0.0458, -0.2352, -0.1967, -0.1180, 0.0489, 0.1046, 0.0911, 0.0784, 0.1388, 0.0740, -0.0718, -0.2288, -0.2647, -0.0603, 0.0844, 0.1024, 0.1248, 0.1131, 0.1015, 0.0885, -0.1294, -0.1369, 0.0891, 0.0944, 0.0702, 0.0864, -0.1185, -0.1670, 0.0922, 0.0685, 0.0709, 0.0502, -0.1371, -0.1343, 0.0778, 0.0716, 0.0787, 0.0662, -0.0353, -0.0149, 0.0130, -0.0317, -0.0278, 0.0151, -0.0353, 0.0168, 0.0284], "total_charge": 0, "orbital_gap_ev": 10.4321, "de_lowest_kcal_mol": 0.0, "homo_ev": -9.96, "smiles": "OCCO.OCCO.OCCO.OCCO.OCCO.CO.CO.CO.O.O.O"}

(2)
{"formula": "C13H51N18O14PSSi2", "method": "the ωB97M-V functional and the def2-TZVPD basis", "species": ["C", "C", "O", "C", "C", "O", "Si", "O", "Si", "P", "O", "O", "S", "H", "H", "H", "H", "H", "H", "H", "H", "H", "H", "H", "H", "H", "H", "H", "C", "O", "N", "N", "H", "H", "H", "H", "C", "O", "N", "N", "H", "H", "H", "H", "C", "O", "N", "N", "H", "H", "H", "H", "C", "O", "N", "N", "H", "H", "H", "H", "C", "O", "N", "N", "H", "H", "H", "H", "C", "O", "N", "N", "H", "H", "H", "H", "C", "O", "N", "N", "H", "H", "H", "H", "C", "O", "N", "N", "H", "H", "H", "H", "C", "O", "N", "N", "H", "H", "H", "H"], "positions_angstrom": [[-0.55173, -2.06572, 4.86471], [-0.83295, -2.67997, 3.50307], [-0.65502, -4.07737, 3.43876], [0.62178, -4.56487, 3.75484], [0.82412, -5.83041, 2.95111], [0.73785, -5.61203, 1.55044], [1.92176, -4.87608, 0.69285], [3.37748, -5.64025, 1.02159], [4.52149, -5.00699, 1.98337], [5.10899, -2.90900, 1.31436], [4.36094, -1.83172, 2.26530], [6.67017, -2.73223, 1.74905], [4.86857, -2.66799, -0.56433], [0.51366, -2.04708, 5.10930], [-0.89406, -1.02911, 4.85389], [-1.08233, -2.60714, 5.64570], [-1.88795, -2.52666, 3.26280], [-0.23768, -2.19355, 2.71597], [0.68640, -4.82703, 4.82067], [1.40521, -3.81867, 3.55824], [1.76706, -6.31675, 3.22968], [0.01855, -6.51754, 3.21862], [2.10282, -3.47528, 1.14794], [1.62493, -4.98665, -0.72285], [5.77187, -5.78384, 1.93206], [4.04603, -4.90546, 3.38698], [4.97934, -1.22996, 2.70667], [6.81896, -2.83494, 2.69981], [-1.17779, -2.77466, -0.99033], [-0.05298, -3.25704, -1.06354], [-1.53710, -1.70159, -1.74491], [-2.13111, -3.23376, -0.13070], [-2.43151, -1.25783, -1.66691], [-0.83992, -1.29175, -2.33685], [-1.88375, -4.01381, 0.45199], [-3.04116, -2.80452, -0.04564], [-4.38908, -0.42056, 1.25800], [-4.46578, -1.56282, 0.81637], [-3.21483, 0.18781, 1.54961], [-5.52268, 0.33656, 1.46138], [-3.15886, 1.14275, 1.86004], [-2.36781, -0.32561, 1.36824], [-6.39795, -0.09691, 1.23054], [-5.50942, 1.27472, 1.82770], [7.28716, -1.39687, -4.45610], [7.76805, -1.08135, -5.53088], [5.98822, -1.12180, -4.12190], [7.99904, -2.03926, -3.48242], [5.60789, -1.36046, -3.22597], [5.40335, -0.68442, -4.81064], [8.95543, -2.26037, -3.68400], [7.60349, -2.30465, -2.59824], [4.73952, 2.79312, -5.00733], [3.70546, 2.15435, -5.00398], [5.95415, 2.22805, -4.74469], [4.76652, 4.14420, -5.26851], [6.82022, 2.73259, -4.75070], [5.96484, 1.24396, -4.54379], [3.89022, 4.58745, -5.47147], [5.61068, 4.68332, -5.29812], [5.75809, 4.85344, -0.62749], [5.83162, 4.89738, 0.58710], [5.90655, 5.97144, -1.40875], [5.51914, 3.69822, -1.31416], [5.83644, 5.95623, -2.40777], [6.08326, 6.83846, -0.93833], [5.39938, 2.85977, -0.77750], [5.45800, 3.64662, -2.31475], [-4.46826, -1.78021, 5.38683], [-3.46274, -2.20105, 5.92083], [-5.13620, -0.67243, 5.84010], [-5.00453, -2.38436, 4.28534], [-5.96662, -0.31330, 5.41095], [-4.76121, -0.21218, 6.64777], [-4.53070, -3.19605, 3.93257], [-5.82946, -2.06072, 3.82075], [-4.88366, 3.39049, -0.32624], [-4.54580, 3.45579, 0.85489], [-5.06375, 4.48338, -1.10754], [-5.10576, 2.18846, -0.93557], [-5.34924, 4.41980, -2.07410], [-4.92141, 5.38505, -0.69309], [-4.96891, 1.38077, -0.35505], [-5.40316, 2.09316, -1.88968], [-0.69115, 2.02302, -0.49726], [-0.70677, 0.90695, -0.98906], [0.46357, 2.61118, -0.06263], [-1.83443, 2.74711, -0.32741], [0.49996, 3.52483, 0.34668], [1.31185, 2.08845, -0.17746], [-2.68400, 2.32257, -0.65185], [-1.87633, 3.65080, 0.10427], [-7.94419, 4.88730, -3.91172], [-6.79558, 4.46959, -3.94865], [-8.35580, 5.93350, -4.68305], [-8.89592, 4.33849, -3.10213], [-9.29160, 6.29133, -4.67548], [-7.67568, 6.35022, -5.29084], [-8.62198, 3.56536, -2.52578], [-9.84181, 4.66659, -3.06163]], "lowdin_charge": [-0.0848, -0.2736, -0.1438, -0.2330, -0.2268, -0.2313, 0.4379, -0.4252, 0.4312, 0.0169, -0.2663, -0.2785, 0.2788, 0.0677, 0.0753, 0.0645, 0.1030, 0.1197, 0.1317, 0.1111, 0.1069, 0.1267, 0.0074, 0.0045, -0.0363, -0.0281, 0.0739, 0.0681, -0.6707, -0.0335, 0.1541, 0.1695, 0.0844, 0.0947, 0.1003, 0.0521, -0.6823, -0.0025, 0.1988, 0.1388, 0.0968, 0.1062, 0.1066, 0.0884, -0.6874, 0.0177, 0.1517, 0.1547, 0.0529, 0.0972, 0.1012, 0.0769, -0.6956, 0.0341, 0.1645, 0.1409, 0.0989, 0.0635, 0.1005, 0.0848, -0.6893, 0.0206, 0.1427, 0.1591, 0.0798, 0.0992, 0.1035, 0.0674, -0.6771, 0.0298, 0.1481, 0.1634, 0.0854, 0.0994, 0.1062, 0.0855, -0.7013, -0.0122, 0.1763, 0.1662, 0.0735, 0.1073, 0.0580, 0.1067, -0.6754, 0.0179, 0.1553, 0.1617, 0.0913, 0.1032, 0.0616, 0.0944, -0.6767, 0.0054, 0.1540, 0.1549, 0.0953, 0.1063, 0.1014, 0.0953], "total_charge": 0, "orbital_gap_ev": 8.9702, "de_lowest_kcal_mol": 0.0, "homo_ev": -8.85}

(3)
{"formula": "C13H52N26O13", "method": "the ωB97M-V functional and the def2-TZVPD basis", "species": ["C", "O", "N", "N", "H", "H", "H", "H", "C", "O", "N", "N", "H", "H", "H", "H", "C", "O", "N", "N", "H", "H", "H", "H", "C", "O", "N", "N", "H", "H", "H", "H", "C", "O", "N", "N", "H", "H", "H", "H", "C", "O", "N", "N", "H", "H", "H", "H", "C", "O", "N", "N", "H", "H", "H", "H", "C", "O", "N", "N", "H", "H", "H", "H", "C", "O", "N", "N", "H", "H", "H", "H", "C", "O", "N", "N", "H", "H", "H", "H", "C", "O", "N", "N", "H", "H", "H", "H", "C", "O", "N", "N", "H", "H", "H", "H", "C", "O", "N", "N", "H", "H", "H", "H"], "positions_angstrom": [[1.99469, 4.36424, 1.53225], [1.57691, 5.28440, 0.83913], [3.10371, 4.26338, 2.17157], [1.63425, 3.16419, 1.33721], [3.04016, 3.50175, 2.83186], [3.47850, 5.14518, 2.49107], [0.91452, 3.09718, 0.63179], [2.23049, 2.42865, 1.68874], [-1.31544, 4.31363, 2.97426], [-0.83163, 3.24754, 2.73050], [-2.46314, 4.45849, 3.67886], [-0.96805, 5.49474, 2.56912], [-2.70826, 5.40057, 3.94813], [-2.83337, 3.67254, 4.19397], [-1.54976, 6.31610, 2.65334], [-0.30117, 5.56995, 1.81432], [2.47041, -0.55740, -4.08808], [2.58009, -1.36049, -3.25451], [3.30709, 0.36094, -4.34205], [1.57386, -0.68087, -5.01701], [4.20202, 0.40797, -3.87624], [3.02092, 0.78210, -5.21431], [1.38769, 0.03977, -5.69973], [0.95133, -1.47510, -5.05889], [3.73226, 0.72761, 0.64999], [3.69631, 0.88574, -0.52895], [4.75098, 0.91560, 1.40892], [2.72035, 0.33928, 1.36407], [5.66727, 1.10727, 1.02973], [4.73957, 0.86508, 2.41759], [1.84637, 0.42819, 0.86573], [2.81815, 0.03106, 2.32090], [-1.07070, -0.21063, 4.45333], [-0.62247, -1.22172, 4.98235], [-2.19414, -0.18389, 3.82250], [-0.65934, 0.99630, 4.48702], [-2.74173, -1.02215, 3.68996], [-2.62449, 0.68697, 3.54592], [-0.90850, 1.61635, 3.72968], [0.22391, 1.06228, 4.97243], [2.34859, -4.95139, -1.35790], [2.37899, -5.66521, -0.39132], [1.77905, -3.73246, -1.40054], [2.93699, -5.18585, -2.42999], [1.65974, -3.22004, -2.26270], [1.22244, -3.51144, -0.58725], [3.67461, -5.87503, -2.46249], [2.69285, -4.64877, -3.24976], [0.85184, -2.97531, 2.56347], [1.43893, -3.11667, 1.51314], [-0.38446, -3.03399, 2.80831], [1.46817, -2.66352, 3.68603], [-0.79858, -2.68143, 3.65935], [-1.06792, -3.44003, 2.18532], [0.89599, -2.15437, 4.34441], [2.44688, -2.44534, 3.56514], [-5.35521, -1.04310, -1.81210], [-4.78177, -2.09570, -1.57842], [-6.63670, -0.98377, -2.14532], [-4.68182, 0.05114, -1.90546], [-7.08522, -1.88404, -2.23736], [-7.07016, -0.09396, -2.34640], [-5.11750, 0.87398, -2.29686], [-3.72718, -0.21479, -2.10053], [-4.76146, 1.56653, 1.74449], [-5.13427, 2.71387, 2.01229], [-3.60701, 1.32666, 1.22380], [-5.37379, 0.49419, 2.20649], [-3.06586, 2.07810, 0.82058], [-3.45954, 0.40548, 0.83679], [-5.04661, -0.43460, 1.98199], [-6.27705, 0.60083, 2.64564], [-0.57847, -0.43358, -0.30448], [-1.40036, -0.01526, -1.13993], [0.37765, -1.36093, -0.49990], [-0.37245, 0.05580, 0.85719], [0.25226, -1.65388, -1.45832], [1.18442, -1.60118, 0.05821], [0.11737, -0.49410, 1.54841], [-0.89440, 0.90465, 1.02188], [-0.97769, -3.47529, -3.60075], [-1.65973, -4.49825, -3.48040], [-1.18980, -2.37493, -2.92122], [0.06484, -3.37890, -4.34700], [-1.74170, -2.54553, -2.09272], [-1.00639, -1.41650, -3.18177], [0.36789, -4.09079, -4.99622], [0.63848, -2.60857, -4.03457], [5.41667, -2.53690, -0.58889], [6.12279, -3.58191, -0.39271], [5.34897, -2.02358, -1.82121], [4.64853, -1.97148, 0.31823], [6.13467, -2.29852, -2.39320], [4.55772, -1.50482, -2.17464], [4.11250, -1.14337, 0.10143], [4.51232, -2.39666, 1.22420], [-2.43570, 3.44159, -1.66497], [-2.33064, 3.40765, -0.42819], [-2.36056, 2.49412, -2.53399], [-2.82668, 4.53557, -2.22227], [-2.19142, 2.87834, -3.45261], [-2.03092, 1.55789, -2.34717], [-2.90447, 4.42344, -3.22301], [-3.18830, 5.38311, -1.80875]], "lowdin_charge": [-0.7997, 0.0333, 0.1714, 0.1617, 0.1115, 0.1280, 0.1322, 0.0743, -0.7278, 0.0174, 0.1658, 0.1901, 0.1037, 0.1069, 0.1222, 0.0836, -0.8407, 0.0650, 0.2214, 0.1768, 0.1426, 0.1262, 0.1243, 0.0796, -0.8872, 0.0806, 0.1956, 0.1629, 0.1388, 0.1232, 0.0822, 0.1239, -0.7788, 0.0007, 0.1835, 0.1966, 0.1229, 0.1004, 0.0611, 0.1309, -0.6133, 0.4068, 0.2678, 0.2738, 0.0766, 0.0771, 0.1678, 0.1488, -0.7881, 0.0008, 0.2044, 0.1823, 0.0886, 0.1392, 0.0682, 0.1096, -0.7905, 0.0131, 0.1707, 0.1718, 0.1212, 0.1094, 0.1150, 0.0878, -0.7754, 0.0077, 0.1737, 0.1609, 0.0635, 0.0933, 0.1016, 0.1184, -0.6862, 0.0040, 0.1661, 0.1969, 0.0545, 0.0692, 0.1039, 0.1103, -0.7663, 0.0506, 0.1639, 0.1627, 0.1185, 0.1080, 0.1388, 0.0427, -0.6905, -0.0419, 0.1611, 0.1892, 0.1134, 0.0599, 0.0508, 0.1191, -0.7449, 0.0057, 0.1817, 0.1703, 0.1125, 0.0747, 0.1052, 0.1363], "total_charge": 1, "orbital_gap_ev": [8.7941, 3.0942], "multiplicity": 2, "de_lowest_kcal_mol": 79.0, "homo_ev": [-10.99, -10.99]}

(4)
{"formula": "C13H5Cl5NO5Pd", "method": "the ωB97M-V functional and the def2-TZVPD basis", "species": ["Pd", "O", "C", "O", "C", "C", "C", "C", "C", "N", "C", "O", "O", "H", "H", "H", "H", "H", "Cl", "C", "C", "Cl", "C", "Cl", "C", "O", "C", "Cl", "C", "Cl"], "positions_angstrom": [[0.33141, -0.47383, -0.19784], [-1.86521, 2.68817, -2.35721], [-1.08170, 1.78149, -1.79132], [-0.99599, 0.63883, -2.14974], [-0.28300, 2.38895, -0.65253], [-0.35655, 3.74513, -0.37771], [0.42265, 4.25595, 0.64448], [1.25837, 3.40114, 1.34475], [1.28065, 2.05416, 1.02420], [0.50716, 1.56726, 0.04439], [2.18740, 1.04176, 1.71976], [2.93879, 1.46452, 2.72094], [2.24494, -0.10754, 1.37183], [-2.34990, 2.26827, -3.08672], [-1.01112, 4.37254, -0.96186], [0.38795, 5.30825, 0.88954], [1.87960, 3.81155, 2.12802], [2.80374, 2.38862, 2.95926], [-4.36963, -5.05493, 2.25775], [-3.45442, -3.66309, 1.85478], [-2.31795, -3.78339, 1.06962], [-1.78820, -5.30130, 0.47590], [-1.59440, -2.63901, 0.75905], [-0.15037, -2.76566, -0.24390], [-1.95427, -1.37427, 1.19785], [-1.26426, -0.27413, 0.91135], [-3.10758, -1.26650, 1.98827], [-3.56242, 0.29921, 2.53195], [-3.84539, -2.39602, 2.31213], [-5.24830, -2.24011, 3.28023]], "lowdin_charge": [0.8952, 0.1537, -0.4558, 0.1056, -0.1236, 0.0568, 0.0222, 0.0404, -0.1204, 0.0564, -0.4402, 0.1840, 0.0974, 0.1593, 0.1362, 0.1341, 0.1266, 0.1124, 0.7210, -0.7030, -0.7003, 0.7368, -0.5288, 0.7974, -0.4319, -0.2141, -0.6103, 0.7448, -0.6852, 0.7332], "total_charge": 1, "orbital_gap_ev": [5.8131, 5.8266], "homo_ev": [-11.33, -11.33]}

For reference, F_max by record: 2.5, 0.7, 8.0, 0.4 eV/A.